# 1
C31H57Cl21I2N4O4P as an isolated structure at a distorted geometry. Source: OMol25; level of theory: the ωB97M-V functional and the def2-TZVPD basis.

ORCA input file:
```
! wB97M-V def2-TZVPD RIJCOSX def2/J DEFGRID3
* xyz 1 1
C 4.2581 1.5340 2.6811
C 5.0344 2.2762 1.5164
C 4.1836 3.3784 0.8180
C 3.0791 2.7477 -0.1032
C 2.8663 3.5035 -1.4550
C 2.3320 2.5164 -2.5625
C 0.9256 2.9259 -3.1444
C -0.2576 2.7177 -2.1206
C -1.5819 2.2857 -2.8626
C -1.9589 0.7107 -2.5996
C -2.9824 0.5835 -1.3792
C -3.6834 -0.8152 -1.2948
C -2.7858 -1.8363 -0.4724
C -3.4612 -2.2743 0.8643
C -2.5851 -3.1585 1.7998
N -1.6168 -2.4888 2.6723
C -1.2325 -3.1658 3.9066
C -1.0672 -4.7148 3.8314
O -0.0032 -5.1721 3.6819
I -2.6860 -6.1292 4.0474
C -0.6649 -1.6313 2.1179
N -0.6722 -0.2495 2.5057
C 0.3460 -0.2210 3.6450
C -1.9543 0.1348 3.1408
C -1.9325 1.6299 3.6379
C -1.8645 2.6579 2.4534
C -3.3163 3.1416 2.0595
N -3.5797 2.9976 0.6043
N 0.2648 -1.9971 1.2910
I 1.6150 -0.6380 0.4816
C 0.4605 -3.4011 0.8820
P 0.0873 -3.8129 -0.8965
O -1.0588 -4.7428 -0.9748
O 1.3820 -4.6808 -1.4378
O -0.0262 -2.5377 -1.8762
H 4.9182 1.3570 3.5485
H 3.3638 2.1231 2.9641
H 3.9383 0.5480 2.2906
H 5.2643 1.5070 0.7433
H 5.9929 2.6359 1.9314
H 4.8120 4.0293 0.1807
H 3.7212 3.9979 1.6181
H 3.4223 1.7065 -0.3558
H 2.0992 2.6464 0.4154
H 3.8566 3.8729 -1.7780
H 2.1524 4.3416 -1.3414
H 2.2240 1.4820 -2.1683
H 3.0673 2.4918 -3.3855
H 0.9670 4.0104 -3.3852
H 0.7429 2.4160 -4.1106
H 0.0525 2.0455 -1.2963
H -0.4468 3.7195 -1.6730
H -1.4361 2.5003 -3.9397
H -2.3628 2.9768 -2.5299
H -2.3941 0.3070 -3.5207
H -1.0015 0.1987 -2.3515
H -2.3851 0.7766 -0.4519
H -3.7083 1.3920 -1.4584
H -3.7150 -1.2108 -2.3335
H -4.7143 -0.7710 -0.8995
H -2.7394 -2.7539 -1.0950
H -1.7976 -1.3591 -0.3580
H -4.3045 -2.9331 0.5567
H -3.9595 -1.4273 1.3865
H -3.2969 -3.7074 2.4535
H -2.1424 -3.9536 1.1483
H -2.0176 -2.9617 4.6755
H -0.3058 -2.7195 4.3160
H -0.1295 -0.1746 4.6385
H 1.1093 -1.0128 3.5389
H 0.8961 0.7368 3.5160
H -2.8246 0.0590 2.4652
H -2.2071 -0.4574 4.0490
H -1.1957 1.7996 4.4434
H -2.9294 1.7684 4.1132
H -1.3789 2.1284 1.6044
H -1.2590 3.5338 2.7643
H -3.5032 4.1821 2.3903
H -4.0976 2.5169 2.5441
H -2.7327 3.1447 0.0671
H -3.9415 2.0582 0.4946
H -0.0731 -4.1386 1.5015
H 1.5442 -3.6132 1.0280
H 2.1620 -4.1632 -1.1601
H -0.7168 -2.7008 -2.5473
C 2.6835 5.0519 -6.1361
Cl 1.8063 6.5166 -5.6851
Cl 3.8295 4.6097 -4.8729
Cl 1.5656 3.7254 -6.4434
H 3.2344 5.2515 -7.0485
C 3.5718 7.2327 1.0732
Cl 2.6465 6.0024 1.9564
Cl 4.9017 7.8325 2.0631
Cl 4.1739 6.6026 -0.4613
H 2.9071 8.0609 0.8571
C -5.3737 2.0443 -4.3049
Cl -3.8213 1.9047 -3.4554
Cl -5.2847 3.2765 -5.5688
Cl -5.8497 0.4826 -4.9914
H -6.1317 2.3458 -3.5902
C -2.4306 -6.4116 -3.7390
Cl -2.1938 -4.7205 -4.2029
Cl -3.7495 -7.1273 -4.6663
Cl -0.9410 -7.3286 -3.9622
H -2.6949 -6.4396 -2.6880
C 2.8729 -7.3811 4.2317
Cl 1.8763 -8.6505 4.9430
Cl 4.1892 -6.9351 5.3243
Cl 3.5107 -7.8921 2.6663
H 2.2502 -6.5075 4.0768
C 3.1978 -5.8340 8.7849
Cl 3.3111 -6.9834 10.1174
Cl 1.5574 -5.8035 8.1269
Cl 3.6872 -4.2195 9.3101
H 3.8712 -6.1552 7.9995
C 0.9425 2.0425 -10.1678
Cl 1.0833 0.9967 -8.7487
Cl -0.7178 2.0591 -10.7638
Cl 1.4856 3.6814 -9.7924
H 1.5803 1.6434 -10.9478
*
```

Output
gap between HOMO and LUMO: 6.88 eV
LUMO level: -4.5 eV
energy: -335673.1908 eV
HOMO energy: -11.40 eV


# 2
An isolated molecule of C3H4F2O at a distorted geometry. Source: OMol25; level of theory: the ωB97M-V functional and the def2-TZVPD basis.

ORCA input file:
```
! wB97M-V def2-TZVPD RIJCOSX def2/J DEFGRID3
* xyz 0 1
O 1.3918 0.7880 -0.7559
C 0.3615 0.5048 0.1125
F 0.3647 1.4865 1.0807
C -0.1279 -0.8253 0.4959
C -0.9442 -0.0393 -0.4932
F -2.0933 0.3719 -0.0323
H 2.1475 0.3344 -0.3993
H -0.6563 -0.8119 1.3853
H 0.3662 -1.7471 0.2098
H -0.8098 -0.0620 -1.6037
*
```

Output
gap between HOMO and LUMO: 10.91 eV
LUMO level: 0.8 eV
energy: -10656.5490 eV
HOMO energy: -10.10 eV
SMILES: O[C@]1(F)C[C@H]1F